No. 1
The following is a quantum chemistry calculation of a cluster of 2 separate species, C2H3F2P in total at a distorted geometry, from the Open Molecules 2025 dataset.

As for the LUMO energy (alpha / beta): -3.232 / -3.232 eV. The total charge is 0. For the HOMO-LUMO gap (alpha / beta), the calculation gives 6.046 / 6.044 eV. The value obtained for the energy above the lowest of the compared OMol25 structures with the same formula, charge and spin is 400.2 kJ/mol. The molar mass is 96.02 g mol⁻¹. The calculation puts the total energy at -16842.6192 eV.

Geometry as XYZ:
```
8
C2H3F2P, DFT wB97M-V/def2-TZVPD
C 0.75427 -0.12615 1.25424
C 0.28013 -0.18056 0.00468
F -1.13175 -1.06093 -1.88491
F -1.31926 2.15315 -1.72585
P -1.40217 -0.61410 -0.36809
H 1.77088 0.15412 1.46386
H 0.14912 -0.39475 2.10338
H 0.89879 0.06922 -0.84731
```

***

No. 2
The following is a quantum chemistry calculation of a structure of composition C42H46N6O2P2Ru at a distorted geometry, from the Open Molecules 2025 dataset.

As for the LUMO energy (alpha / beta): -5.258 / -9.867 eV. The total charge is +2. For the HOMO-LUMO gap (alpha / beta), the calculation gives 7.476 / 2.859 eV. As for the spin multiplicity: 5. The expectation value of S² is 6.03. The molar mass is 829.89 g mol⁻¹. The calculation puts the total energy at -78475.1704 eV.

Geometry as XYZ:
```
99
C42H46N6O2P2Ru, DFT wB97M-V/def2-TZVPD
Ru 0.61492 0.01236 -0.96328
C 4.85566 0.24743 -4.68342
C 5.00912 1.14133 -3.70116
C 5.06569 2.62108 -3.96734
C 4.00142 3.15889 -4.96365
C 2.62333 2.56851 -4.80734
C 2.23150 1.33613 -5.13568
C 2.86754 0.53745 -6.22724
C 4.41112 0.49089 -6.09590
C -1.47728 0.14899 -0.92185
H 5.13906 -0.79083 -4.50079
H 5.39916 0.81358 -2.72670
H 6.06907 2.88245 -4.36385
H 4.98924 3.16223 -3.01107
H 3.91132 4.24047 -4.79086
H 4.37910 3.05896 -5.98972
H 1.84474 3.31034 -4.53159
H 1.28501 0.94506 -4.76053
H 2.58880 0.99664 -7.19358
H 2.46004 -0.48445 -6.22195
H 4.76286 -0.35088 -6.71166
H 4.85116 1.40096 -6.52402
H -1.71822 -0.86451 -0.55315
H -1.97288 0.32046 -1.88842
H -1.80505 0.87639 -0.16055
P 0.43342 2.01199 -1.83646
P 2.73835 0.46331 -0.40422
N -0.43234 1.91986 -3.36863
N -0.48309 3.30022 -1.07748
N 3.39763 -0.76296 -1.53390
N 3.54845 0.06135 1.03929
C 2.14135 2.65608 -1.97102
C 3.16685 2.14597 -0.92922
C -0.77300 0.68115 -3.94834
C -1.35870 0.92051 -5.18094
C -1.38394 2.33346 -5.38439
C -0.81948 2.92464 -4.25877
C -1.88226 3.35076 -1.01096
C -2.25447 4.53559 -0.38952
C -1.05569 5.25575 -0.09103
C 0.01253 4.47368 -0.50010
C 2.49508 -1.38561 -2.38428
C 3.13217 -2.38064 -3.08969
C 4.49516 -2.35127 -2.70307
C 4.63474 -1.34688 -1.75013
C 4.90441 -0.21698 1.25213
C 5.10615 -0.39873 2.61003
C 3.85644 -0.18777 3.26500
C 2.92093 0.12295 2.30085
H 2.11968 3.75503 -2.00118
H 2.53770 2.31969 -2.94702
H 4.18978 2.14826 -1.34180
H 3.15412 2.78016 -0.02449
H -0.59104 -0.24053 -3.40239
H -1.71690 0.16304 -5.86252
H -1.77157 2.84947 -6.25187
H -0.71344 3.96322 -3.98920
H -2.47946 2.54388 -1.40363
H -3.26724 4.83691 -0.16790
H -0.98888 6.23585 0.36943
H 1.07726 4.62451 -0.43183
H 1.41882 -1.15717 -2.36967
H 2.66316 -3.02847 -3.82152
H 5.29787 -2.93934 -3.11742
H 5.51645 -1.00979 -1.23120
H 5.59267 -0.25054 0.42934
H 6.04542 -0.64921 3.07659
H 3.66252 -0.24693 4.33102
H 1.88190 0.38366 2.37661
O 0.21556 -3.17666 -0.51768
C -0.02042 -2.59366 0.52873
N -0.50852 -3.12342 1.72345
C -0.91895 -2.12042 2.66615
C -0.24763 -0.88842 2.00691
O -0.12437 0.22372 2.55174
N 0.16983 -1.22408 0.75747
C -2.44085 -1.94192 2.67643
C -3.01109 -0.67572 2.83041
C -4.40384 -0.53922 2.86010
C -5.21685 -1.67122 2.80000
C -4.64220 -2.94110 2.67811
C -3.25278 -3.07875 2.61991
C -0.38789 -2.45372 4.05680
C -1.19642 -2.51704 5.20239
C -0.65206 -2.97708 6.41085
C 0.69016 -3.35606 6.47484
C 1.50238 -3.24674 5.34152
C 0.96058 -2.78895 4.13777
H -0.74853 -4.11665 1.75471
H -2.36497 0.19735 2.94553
H -4.83314 0.45602 2.96353
H -6.30291 -1.56991 2.83556
H -5.26103 -3.84023 2.63496
H -2.79602 -4.07394 2.56373
H -2.25217 -2.23018 5.16879
H -1.29066 -3.04421 7.29383
H 1.10656 -3.73181 7.41177
H 2.55434 -3.52903 5.37172
H 1.57790 -2.70603 3.24094
```

***

No. 3
The following is a quantum chemistry calculation of a structure of composition C37H37N9OTi, from the Open Molecules 2025 dataset.

As for the LUMO energy (alpha / beta): -0.159 / -0.151 eV. The total charge is 0. For the HOMO-LUMO gap (alpha / beta), the calculation gives 5.346 / 5.363 eV. The value obtained for the energy above the lowest of the compared OMol25 structures with the same formula, charge and spin is 22.0 kJ/mol. The molar mass is 671.63 g mol⁻¹. The calculation puts the total energy at -77547.0674 eV.

Geometry as XYZ:
```
85
C37H37N9OTi, DFT wB97M-V/def2-TZVPD
Ti 0.64696 -0.53464 -0.41491
C 3.81591 2.23466 0.87709
C 2.64551 1.30085 0.79225
N 2.19499 0.74070 -0.35537
N 2.89967 0.99296 -1.52557
C 2.52015 0.12750 -2.41061
O 1.63169 -0.79620 -2.11608
C 3.07715 0.18128 -3.78118
C 2.64835 -0.74007 -4.72972
C 3.15660 -0.70106 -6.02094
C 4.09391 0.25843 -6.37170
C 4.52431 1.18268 -5.42497
C 4.01923 1.14544 -4.13633
C 1.90594 0.87831 1.88807
C 2.18778 1.15558 3.25354
C 1.40972 0.62333 4.23003
C 0.30427 -0.20339 3.87767
C 0.07250 -0.45886 2.56348
N 0.84156 0.04256 1.55475
H 4.06659 2.59444 -0.11749
H 3.58937 3.08747 1.51927
H 4.69898 1.73729 1.28875
H 1.91414 -1.48052 -4.44152
H 2.81912 -1.42113 -6.75557
H 4.48918 0.28928 -7.37906
H 5.25597 1.93355 -5.69449
H 4.34261 1.85571 -3.38787
H 3.03746 1.78130 3.49388
H 1.62705 0.82424 5.27163
H -0.33974 -0.63184 4.63306
H -0.75188 -1.09394 2.25754
C 2.93314 -3.96260 1.34380
C 2.59844 -2.74464 0.73198
N 1.38053 -2.47993 0.32183
C 0.38580 -3.40053 0.49501
C 0.62161 -4.62018 1.15734
C 1.94812 -4.88498 1.56160
C -0.46367 -5.49660 1.40513
C -1.71553 -5.11177 1.02636
C -1.95401 -3.89655 0.34758
C -0.92384 -3.03883 0.01834
N -0.98059 -1.82169 -0.62935
C -1.97432 -1.44602 -1.50973
C -3.00043 -2.20982 -2.03008
C -3.93413 -1.67392 -2.94296
C -3.87179 -0.38002 -3.36484
C -2.80340 0.43091 -2.90936
C -2.61010 1.76228 -3.33879
C -1.52029 2.46959 -2.92004
C -0.60277 1.84762 -2.06019
N -0.77143 0.62570 -1.61851
C -1.85904 -0.10172 -2.01260
H 3.95219 -4.14450 1.65477
H 3.33516 -1.96279 0.58692
H 2.16785 -5.82242 2.05881
H -0.28811 -6.43810 1.90890
H -2.56119 -5.75263 1.24363
H -2.97520 -3.63596 0.11635
H -3.08947 -3.25347 -1.77531
H -4.72120 -2.32140 -3.30959
H -4.59894 0.02776 -4.05481
H -3.33098 2.20351 -4.01708
H -1.34654 3.48478 -3.24847
H 0.29339 2.35999 -1.73110
C -0.72999 3.35623 3.37110
N -1.44427 3.08282 2.13128
C -0.68938 3.45147 0.95000
C -2.22624 1.94824 2.02379
N -2.19024 1.24812 0.94958
N -2.99115 1.66333 3.15460
C -3.75225 2.72744 3.78988
C -3.65487 0.38073 3.19466
H 0.29234 2.96994 3.32349
H -1.22755 2.88632 4.21376
H -0.68596 4.43506 3.53939
H -0.30041 4.46018 1.09509
H -1.34159 3.43095 0.08048
H 0.15009 2.76700 0.77137
H -2.91864 0.54099 0.94239
H -3.32555 3.69401 3.54265
H -3.74782 2.60463 4.87533
H -4.79477 2.71696 3.44800
H -4.52562 0.32988 2.52487
H -4.00287 0.19926 4.21175
H -2.95761 -0.41058 2.92337
```